{"formula": "CH11O7", "method": "wB97M-V/def2-TZVPD", "symbols": ["O", "C", "O", "H", "H", "H", "O", "H", "H", "O", "H", "H", "O", "H", "H", "O", "H", "H", "O"], "xyz": [[-0.8357, -1.8771, 0.7650], [0.2647, -1.7325, 0.2007], [0.5708, -0.7066, -0.4774], [0.9953, -2.4430, 0.2624], [-2.8306, 0.1687, 1.1505], [-2.2107, -1.0749, 0.3661], [-2.9197, -0.4033, 0.4431], [1.5407, 0.0493, -2.3994], [1.6063, 1.4642, -2.7124], [2.1106, 0.5976, -2.9128], [-1.5736, 1.7953, 1.4099], [-1.0511, 1.9865, 3.0048], [-1.8496, 1.9928, 2.3810], [-1.7511, 1.3570, -0.4801], [-0.3159, 0.7831, -0.1270], [-0.9099, 1.6331, -0.4559], [2.8496, -1.8635, -0.5967], [2.9256, -0.4335, 0.0349], [3.3844, -1.2933, 0.1435]], "forces_ev_per_angstrom": [[2.5, 0.1, -1.2], [-4.3, -0.2, 2.1], [0.3, 1.1, -0.8], [2.4, -2.1, 0.1], [0.6, 1.3, 2.6], [-0.6, 1.0, 0.8], [-0.9, -1.6, -3.3], [-0.5, -1.3, 0.4], [1.5, -1.6, -0.8], [-1.1, 2.9, 0.4], [0.1, 0.9, 2.6], [-1.6, -0.1, -1.9], [1.6, -0.6, -0.7], [-5.2, -2.2, -0.4], [-2.5, 3.3, -1.3], [7.5, -1.1, 1.5], [2.4, 2.0, 2.5], [0.7, -0.3, 0.1], [-2.9, -1.5, -2.9]], "charge": 0, "orbital_gap_ev": [10.990, 5.472], "total_energy_ha": -571.2241, "e_above_lowest_ev": 1.585, "multiplicity": 2, "lumo_energy_ev": [-0.29, -5.80], "e_homo_ev": [-11.3, -11.3]}